Computed, not measured: a 2-piece molecular cluster, C16H17NO overall in a non-equilibrium geometry, with ωB97M-V/def2-TZVPD.

XYZ file:
```
35
C16H17NO, DFT ωB97M-V/def2-TZVPD
C -2.565 3.327 -0.403
C -2.088 1.009 0.955
C -2.793 1.990 0.190
C -2.967 -0.036 1.371
C -4.053 1.373 -0.087
C -0.546 -0.223 2.273
C -1.403 -1.196 2.665
C -0.718 0.908 1.540
C -2.715 -1.030 2.279
N -4.145 0.104 0.478
H 0.478 -0.363 2.781
H -1.382 -1.848 3.528
H 0.057 1.653 1.373
H -3.512 -1.753 2.475
H -3.123 4.129 0.096
H -2.717 3.404 -1.603
H -4.828 1.752 -0.746
H -5.049 -0.302 0.785
H -1.500 3.634 -0.350
C 3.417 -3.394 -1.814
C 1.341 -0.253 -1.342
C 2.287 0.588 -0.823
C 1.820 -1.568 -1.672
C 3.120 -1.961 -1.438
C 3.637 0.293 -0.580
C 3.978 -1.095 -0.738
O 1.948 1.874 -0.573
H 0.433 0.190 -1.544
H 1.225 -2.304 -2.239
H 4.257 0.961 0.074
H 2.809 2.553 -0.705
H 2.796 -3.510 -2.756
H 2.999 -4.063 -1.129
H 4.973 -1.394 -0.292
H 4.529 -3.451 -2.030
```

Calculated values
spin multiplicity = 1
highest occupied orbital energy = -7.46 eV
relative energy (zero: lowest compared OMol25 entry of this formula, charge and spin) = 76.0 kcal/mol
E = -749.7792 a.u.
frontier orbital gap = 0.300 Ha
LUMO = 0.69 eV


Computed, not measured: a 2-piece molecular cluster, C16H17NO overall in a non-equilibrium geometry, with ωB97M-V/def2-TZVPD.

XYZ file:
```
35
C16H17NO, DFT ωB97M-V/def2-TZVPD
C 1.575 5.195 -0.154
C 1.244 1.614 1.095
C 0.666 2.832 0.462
C 1.750 3.791 0.359
C 2.907 3.136 0.884
C -0.940 0.688 0.974
C 0.417 0.492 1.396
C -1.467 1.784 0.407
C -0.656 2.890 0.061
N 2.647 1.911 1.298
H -1.551 -0.110 1.292
H 0.610 -0.351 2.031
H -2.443 1.860 -0.066
H -1.140 3.765 -0.396
H 3.283 1.282 1.913
H 3.865 3.670 0.897
H 0.593 5.360 -0.573
H 2.285 5.579 -0.786
H 1.623 5.675 0.834
C 0.547 -4.520 -2.076
C -1.399 -1.606 -0.910
C -0.543 -2.481 -1.555
C -2.086 -2.214 0.108
C -0.377 -3.814 -1.208
C -1.860 -3.448 0.653
C -0.977 -4.245 -0.024
O -2.784 -1.406 1.048
H -1.583 -0.617 -1.273
H 0.096 -2.151 -2.372
H -3.706 -1.444 0.797
H -2.283 -3.696 1.595
H 1.080 -4.014 -2.833
H -0.038 -5.309 -2.616
H -0.785 -5.256 0.254
H 1.432 -4.845 -1.514
```

Calculated values
spin multiplicity = 1
highest occupied orbital energy = -7.07 eV
relative energy (zero: lowest compared OMol25 entry of this formula, charge and spin) = 64.9 kcal/mol
E = -749.7969 a.u.
frontier orbital gap = 0.291 Ha
LUMO = 0.84 eV


Computed, not measured: a 2-piece molecular cluster, C16H17NO overall in a non-equilibrium geometry, with ωB97M-V/def2-TZVPD.

XYZ file:
```
35
C16H17NO, DFT ωB97M-V/def2-TZVPD
C 3.045 -0.065 -1.604
C 0.692 -2.094 0.472
C 1.976 -1.370 0.393
C 2.005 -0.768 -0.880
C 0.894 -1.355 -1.575
C 0.423 -2.855 1.617
C 1.287 -2.873 2.691
C 2.876 -1.455 1.448
C 2.491 -2.149 2.584
N -0.032 -1.985 -0.742
H -0.943 -2.285 -0.990
H -0.564 -3.329 1.653
H 0.562 -1.286 -2.652
H 1.036 -3.407 3.690
H 3.711 -0.747 1.506
H 3.513 0.729 -1.065
H 2.581 0.408 -2.579
H 3.098 -2.036 3.460
H 3.882 -0.664 -1.890
C -2.424 1.142 1.983
C -1.099 1.096 -0.174
C -2.231 1.392 0.512
C -0.803 1.655 -1.452
C -1.751 2.472 -2.007
C -3.093 2.342 -0.105
C -3.057 2.684 -1.482
O -1.687 2.980 -3.233
H -0.245 0.565 0.277
H 0.185 1.642 -1.732
H -3.437 1.255 2.317
H -1.759 1.502 2.781
H -4.039 2.498 0.391
H -0.809 3.134 -3.611
H -3.850 3.199 -2.052
H -2.435 0.026 2.052
```

Calculated values
spin multiplicity = 1
highest occupied orbital energy = -7.67 eV
relative energy (zero: lowest compared OMol25 entry of this formula, charge and spin) = 57.2 kcal/mol
E = -749.8091 a.u.
frontier orbital gap = 0.307 Ha
LUMO = 0.69 eV


Computed, not measured: a 2-piece molecular cluster, C16H17NO overall in a non-equilibrium geometry, with ωB97M-V/def2-TZVPD.

XYZ file:
```
35
C16H17NO, DFT ωB97M-V/def2-TZVPD
C -0.651 0.724 -1.079
C -2.191 -0.582 0.550
C -1.334 -0.483 -0.494
C -1.988 -2.659 -0.225
C -1.172 -1.824 -1.006
C -1.927 -4.037 -0.396
C -0.526 -2.361 -2.125
C -1.324 -4.532 -1.531
C -0.687 -3.687 -2.459
N -2.577 -1.888 0.754
H -2.566 0.268 1.100
H -3.476 -2.098 1.154
H -0.493 1.450 -0.297
H -1.246 1.118 -1.908
H -2.313 -4.736 0.340
H -0.061 -1.603 -2.757
H -1.297 -5.585 -1.781
H -0.333 -4.070 -3.403
H 0.282 0.402 -1.529
C -0.020 3.936 2.698
C 2.565 1.778 0.040
C 1.750 1.093 0.945
C 2.653 3.147 0.074
C 0.985 1.846 1.821
C 1.749 3.892 0.844
C 0.898 3.235 1.716
O 3.439 1.113 -0.778
H 1.928 0.032 1.058
H 3.492 0.189 -0.530
H 3.268 3.730 -0.597
H 0.336 1.327 2.516
H 1.708 4.970 0.763
H -0.723 3.224 3.135
H -0.613 4.708 2.219
H 0.544 4.325 3.551
```

Calculated values
spin multiplicity = 1
highest occupied orbital energy = -7.85 eV
relative energy (zero: lowest compared OMol25 entry of this formula, charge and spin) = 14.2 kcal/mol
E = -749.8777 a.u.
frontier orbital gap = 0.317 Ha
LUMO = 0.79 eV